# 1
C4H14O4 | ωB97M-V with the def2-TZVPD basis set

Element x y z (Å)
1 O -0.72043 -1.76626 -0.52602
2 C 0.62844 -1.57043 -0.80171
3 C 1.29650 -0.20561 -0.81617
4 C 1.42388 0.46572 0.58046
5 C 0.34791 1.57815 0.72645
6 O -1.06657 1.33583 0.37657
7 H -0.86572 -1.54094 0.39462
8 H 1.24595 -2.16658 -0.13867
9 H 0.86465 -1.97847 -1.79373
10 H 2.28944 -0.29787 -1.28955
11 H 0.73153 0.42636 -1.51498
12 H 2.39965 0.95842 0.72961
13 H 1.25516 -0.27688 1.35603
14 H 0.53549 2.41297 0.02815
15 H 0.28209 2.01500 1.74821
16 H -1.17028 0.90658 -0.49072
17 O -0.86348 -0.36178 2.35762
18 H -1.39687 -0.10452 3.15911
19 H -1.16346 0.35936 1.64358
20 O -1.95115 0.30659 -1.83133
21 H -1.49968 -0.50325 -1.42548
22 H -2.60304 0.00761 -2.47206

Values from the calculation:
Strongest force on any atom (eV/Å): 3.01
Calculated total energy (eV): -12564.33543
Net charge: 0
Frontier orbital gap (eV): 11.2
HOMO (eV): -10.386
SMILES: OCCCCO.O.O
Energy above the lowest of the compared OMol25 structures with the same formula, charge and spin (eV): 0.6927

# 2
C13H12Cl2N2O3S2 | ωB97M-V with the def2-TZVPD basis set

Element x y z (Å)
1 O -0.80611 3.00678 -4.50649
2 C -0.01047 2.26305 -3.98716
3 C -0.08204 1.78407 -2.62308
4 S 1.11290 0.66335 -1.95907
5 C 0.27483 0.68499 -0.42299
6 N 0.57148 0.03236 0.63429
7 S 1.89950 -0.95588 0.61147
8 O 2.58800 -0.75534 -0.64517
9 O 2.62081 -0.76667 1.82970
10 C 1.12682 -2.56409 0.61195
11 C 0.75016 -3.13389 1.81198
12 C 0.10653 -4.36056 1.80031
13 C -0.15302 -4.99307 0.59384
14 C 0.22958 -4.40840 -0.60356
15 C 0.87350 -3.18162 -0.59669
16 N -0.81254 1.50435 -0.46810
17 C -1.59111 1.73854 0.72894
18 C -0.82751 2.57478 1.75927
19 C -0.48537 3.97544 1.27495
20 Cl 0.86414 3.95659 0.09427
21 C -0.99919 2.11795 -1.67303
22 Cl -2.29441 3.18926 -1.89584
23 H 0.86663 1.87076 -4.53071
24 H 0.97838 -2.61320 2.72794
25 H -0.19103 -4.82337 2.72897
26 H -0.65281 -5.95030 0.58695
27 H 0.03019 -4.90817 -1.53929
28 H 1.19815 -2.70137 -1.50657
29 H -2.51335 2.23928 0.43042
30 H -1.81616 0.76315 1.16693
31 H -1.45682 2.66508 2.64655
32 H 0.08261 2.04108 2.03682
33 H -1.33253 4.44820 0.77805
34 H -0.14973 4.59686 2.10414

Values from the calculation:
Strongest force on any atom (eV/Å): 1.32
Calculated total energy (eV): -69513.17859
Net charge: 0
Frontier orbital gap (eV): 8.5
HOMO (eV): -8.580
SMILES: O=Cc1s/c(=N\S(=O)(=O)c2ccccc2)n(CCCCl)c1Cl
Energy above the lowest of the compared OMol25 structures with the same formula, charge and spin (eV): 0.0000

# 3
IO2PbV | ωB97M-V with the def2-TZVPD basis set

Element x y z (Å)
1 Pb 2.28677 24.31618 11.35162
2 O -2.78113 24.19165 14.50186
3 V -2.54777 23.40172 13.05948
4 O -3.74120 22.46370 12.54602
5 I -0.18115 22.69481 11.71903

Values from the calculation:
Multiplicity: 2
Strongest force on any atom (eV/Å): 3.09
Calculated total energy (eV): -43091.70099
Expectation value of S²: 1.02
Net charge: +3
Frontier orbital gap (spin up / spin down) (eV): 7.4 / 5.4
HOMO (spin up / spin down) (eV): -23.719 / -23.611
Energy above the lowest of the compared OMol25 structures with the same formula, charge and spin (eV): 0.0331

# 4
C24H30FN3O2 | ωB97M-V with the def2-TZVPD basis set

Element x y z (Å)
1 C 7.35206 -3.27348 -0.72374
2 O 6.41025 -2.26260 -0.98180
3 C 6.22054 -1.29275 -0.04000
4 C 6.88433 -1.22784 1.17992
5 C 6.60041 -0.19239 2.05525
6 C 5.66656 0.77393 1.73505
7 C 5.00206 0.71909 0.51541
8 C 3.99571 1.76903 0.12676
9 N 2.84829 1.17886 -0.53636
10 C 2.05407 0.38096 0.37690
11 C 1.01912 -0.41797 -0.40700
12 C 0.07646 0.51940 -1.17471
13 C -0.85593 1.25854 -0.22043
14 O -0.73001 2.44115 0.04008
15 N -1.83745 0.52485 0.36856
16 C -2.29407 -0.80202 0.02970
17 C -3.67230 -0.71018 -0.63461
18 N -4.60138 -0.05419 0.26303
19 C -5.95904 -0.32320 0.16351
20 C -6.93014 0.68024 0.08579
21 C -8.27990 0.38318 0.05307
22 C -8.71712 -0.92838 0.08664
23 C -7.78262 -1.94695 0.16626
24 C -6.44088 -1.63842 0.21360
25 F -5.56679 -2.67422 0.33170
26 C -4.15755 1.28076 0.60191
27 C -2.77421 1.18878 1.25210
28 C 0.92045 1.49490 -2.00226
29 C 2.00689 2.17527 -1.17424
30 C 5.28547 -0.31181 -0.36299
31 H 8.35916 -2.86333 -0.59411
32 H 7.33871 -3.92043 -1.59975
33 H 7.08302 -3.85997 0.16125
34 H 7.61631 -1.96894 1.45999
35 H 7.11804 -0.14745 3.00245
36 H 5.45332 1.57255 2.43030
37 H 4.46952 2.45795 -0.58151
38 H 3.70263 2.35571 1.01671
39 H 2.72098 -0.30540 0.90501
40 H 1.54451 1.01443 1.12673
41 H 0.46456 -1.05850 0.28050
42 H 1.54528 -1.05005 -1.12493
43 H -0.53726 -0.06344 -1.87033
44 H -1.60085 -1.31077 -0.63479
45 H -2.38568 -1.38457 0.95363
46 H -4.02117 -1.70960 -0.88274
47 H -3.57694 -0.13176 -1.56998
48 H -6.62261 1.71237 0.03392
49 H -8.99523 1.18930 -0.01073
50 H -9.76962 -1.16041 0.05543
51 H -8.07939 -2.98319 0.20943
52 H -4.85143 1.72162 1.31832
53 H -4.09342 1.92815 -0.28724
54 H -2.38963 2.18745 1.46282
55 H -2.84637 0.61539 2.18203
56 H 0.27698 2.26111 -2.43704
57 H 1.39516 0.93497 -2.81040
58 H 2.63076 2.78065 -1.83792
59 H 1.53617 2.84242 -0.43573
60 H 4.77121 -0.36881 -1.30838

Values from the calculation:
Strongest force on any atom (eV/Å): 0.47
Calculated total energy (eV): -36657.92022
Net charge: 0
Frontier orbital gap (eV): 8.9
HOMO (eV): -8.127
SMILES: COc1cccc(CN2CCC(C(=O)N3CCN(c4ccccc4F)CC3)CC2)c1
Energy above the lowest of the compared OMol25 structures with the same formula, charge and spin (eV): 1.9261

# 5
C10H18LuNO5PS | ωB97M-V with the def2-TZVPD basis set

Element x y z (Å)
1 C 2.79734 -0.40814 0.71073
2 C 1.58895 0.14080 -0.21799
3 C 2.23829 1.28369 -1.08963
4 C 0.54959 0.80670 0.77864
5 C -0.97298 0.74292 0.36204
6 C -1.90711 0.69769 1.63535
7 O -3.08001 0.48240 1.54532
8 O -1.43395 0.95165 2.88423
9 P -1.56664 2.30052 -0.56116
10 O -2.94015 2.02730 -1.42815
11 O -0.38989 3.03333 -1.42595
12 S -2.07200 3.57704 0.86530
13 C -1.34544 -0.55011 -0.49126
14 C -0.16910 -1.59442 -0.50177
15 C -0.03234 -2.41961 0.85637
16 C -0.58501 -2.69930 -1.58226
17 N 1.10424 -1.01518 -0.97951
18 O 1.16803 -0.88473 -2.17677
19 H 2.73686 -1.52321 0.76390
20 H 2.74708 0.03381 1.74001
21 H 3.78494 -0.09131 0.29760
22 H 3.23175 0.92554 -1.47014
23 H 1.64945 1.56812 -1.98981
24 H 2.47862 2.19741 -0.48566
25 H 0.82052 1.86194 1.04475
26 H 0.62824 0.24657 1.74800
27 H -3.31837 1.19159 -1.09022
28 H 0.29294 3.41977 -0.85381
29 H -1.53515 -0.22439 -1.55239
30 H -2.25953 -1.08715 -0.15738
31 H -1.04540 -2.59678 1.29815
32 H 0.39829 -3.41338 0.57456
33 H 0.66289 -1.94194 1.58139
34 H 0.30428 -3.34249 -1.77821
35 H -1.41550 -3.32689 -1.17110
36 H -0.99401 -2.22595 -2.50732
37 Lu -2.11975 1.85622 4.82416

Values from the calculation:
Multiplicity: 2
Strongest force on any atom (eV/Å): 6.24
Calculated total energy (eV): -76113.75518
Expectation value of S²: 0.75
Net charge: +2
Frontier orbital gap (spin up / spin down) (eV): 4.9 / 4.8
HOMO (spin up / spin down) (eV): -14.189 / -14.172

# 6
C22H71N3O17 | ωB97M-V with the def2-TZVPD basis set

Element x y z (Å)
1 C -6.28998 0.39991 -2.88232
2 C -4.81043 0.68243 -2.60938
3 C -3.77826 -0.35717 -3.23269
4 O -4.08023 -0.36895 -4.62244
5 C -3.23628 -1.15484 -5.54371
6 N -4.59608 2.05585 -2.96704
7 H -6.43382 0.40066 -3.96280
8 H -6.86702 1.21924 -2.45356
9 H -6.65375 -0.49819 -2.38314
10 H -4.75890 0.50775 -1.53470
11 H -4.04274 -1.33569 -2.83191
12 H -2.71983 -0.17349 -3.04802
13 H -2.23672 -0.75289 -5.70924
14 H -3.78519 -1.20004 -6.48432
15 H -3.05843 -2.18545 -5.23660
16 H -5.27721 2.56920 -2.42610
17 H -5.00134 2.13469 -3.88881
18 C -2.90632 4.27676 1.27850
19 C -2.11669 2.97768 1.55102
20 C -2.63945 1.80300 0.67451
21 O -3.97332 1.50040 0.83521
22 C -4.33408 0.77147 1.94542
23 N -0.74023 3.34277 1.43082
24 H -3.85406 4.35589 1.81108
25 H -3.11973 4.58792 0.25589
26 H -2.40485 5.19865 1.57303
27 H -2.44241 2.59839 2.51961
28 H -2.13253 0.86935 0.91828
29 H -2.52367 1.97823 -0.39506
30 H -4.01708 1.18974 2.90076
31 H -4.00234 -0.24781 1.74761
32 H -5.42183 0.84128 1.94212
33 H -0.41597 3.28024 0.47633
34 H -0.52217 4.29681 1.68056
35 C 5.76848 4.27668 3.31735
36 C 4.60743 3.30843 3.06101
37 C 4.28710 3.13278 1.57607
38 O 3.31967 2.18809 1.20676
39 C 3.10996 2.16018 -0.21489
40 N 4.76108 1.96233 3.70483
41 H 5.76653 5.09571 2.59812
42 H 6.74286 3.78920 3.28529
43 H 5.72982 4.78139 4.28268
44 H 3.65946 3.72769 3.39817
45 H 5.23630 2.85992 1.11493
46 H 4.11737 4.15850 1.24869
47 H 3.42575 1.14731 -0.46484
48 H 3.66285 2.93546 -0.74532
49 H 2.06913 2.31920 -0.49680
50 H 4.91511 2.24283 4.66280
51 H 5.61607 1.55460 3.35431
52 C 1.58735 -0.89918 -6.17836
53 C 0.96628 -2.15798 -6.93272
54 O 0.68708 -1.95535 -8.26260
55 O 0.61400 0.20558 -6.29393
56 H 2.49968 -0.66993 -6.72898
57 H 1.81660 -1.24821 -5.17152
58 H -0.02866 -2.44810 -6.59506
59 H 1.59665 -3.04697 -6.91166
60 H -0.11456 -2.44547 -8.45947
61 H 0.27112 0.28695 -7.18691
62 C -1.19532 -3.41498 3.46668
63 C -1.44517 -3.45076 5.01841
64 O -0.31076 -2.88942 5.76816
65 O -2.39441 -3.78248 2.81892
66 H -0.31166 -4.00826 3.23163
67 H -0.90471 -2.41159 3.15547
68 H -1.60339 -4.46048 5.39725
69 H -2.27172 -2.77351 5.23345
70 H -0.24959 -2.00859 5.39132
71 H -2.17907 -3.65034 1.89276
72 C 3.70279 -2.61790 3.13095
73 C 4.13172 -1.25108 2.76797
74 O 3.04777 -0.54457 2.11554
75 O 4.77916 -3.42762 3.31833
76 H 3.30092 -2.86498 2.14832
77 H 2.85441 -2.73185 3.80575
78 H 5.07990 -1.15337 2.23929
79 H 4.22135 -0.84814 3.77678
80 H 3.44839 0.26636 1.79385
81 H 4.47618 -4.15595 3.86544
82 C 0.30397 -0.84968 -0.19811
83 C 0.99499 -2.10823 -0.68055
84 O 1.25581 -2.07133 -2.06508
85 O -0.99072 -0.77506 -0.83645
86 H 0.67693 0.06924 -0.65040
87 H 0.10803 -0.76906 0.87110
88 H 0.43384 -3.02781 -0.51449
89 H 1.99921 -1.97946 -0.27675
90 H 1.03256 -1.21040 -2.42638
91 H -0.83042 -0.61016 -1.76849
92 C 1.52380 0.57052 4.90515
93 C 1.06431 1.71388 3.92747
94 O -0.32717 1.89890 3.91336
95 O 1.03392 -0.72098 4.42421
96 H 1.09569 0.75649 5.89015
97 H 2.61083 0.62702 4.96234
98 H 1.48914 1.65387 2.92546
99 H 1.51046 2.58759 4.40255
100 H -0.59287 2.38664 3.13034
101 H 1.38415 -0.88116 3.54485
102 O 2.90621 -3.76523 -4.47999
103 H 2.70195 -3.97007 -3.56755
104 H 3.53631 -3.04645 -4.42933
105 O -1.62308 -3.13905 -2.90233
106 H -0.72741 -2.91359 -2.65098
107 H -1.67656 -4.08636 -2.77595
108 O -0.06870 0.19852 -3.30295
109 H -0.77299 0.84552 -3.34286
110 H 0.40193 0.30479 -4.12965
111 O -2.49144 -3.02421 0.30041
112 H -2.21321 -2.21486 -0.12829
113 H -3.42384 -3.09576 0.09604

Values from the calculation:
Multiplicity: 2
Strongest force on any atom (eV/Å): 4.33
Calculated total energy (eV): -63227.60166
Expectation value of S²: 0.76
Net charge: +1
Frontier orbital gap (spin up / spin down) (eV): 9.0 / 2.2
HOMO (spin up / spin down) (eV): -10.901 / -10.901

# 7
C5H8N | ωB97M-V with the def2-TZVPD basis set

Element x y z (Å)
1 C -0.30613 2.37361 -0.19121
2 C -0.23851 1.41363 -1.12394
3 C -0.81946 1.44904 0.88999
4 C 0.70674 -1.62939 0.06506
5 C -0.88567 0.48744 -0.29114
6 N 0.90328 -2.87714 -0.00347
7 H -0.41540 3.41395 -0.25409
8 H 0.40279 1.25244 -2.00346
9 H 0.02429 1.00542 1.51851
10 H -1.69716 1.76573 1.49161
11 H -1.20054 -0.63379 -0.31290
12 H 1.57169 -1.12147 0.39024
13 H 0.13258 -3.46816 -0.37730
14 H 1.82150 -3.43130 0.20211

Values from the calculation:
Multiplicity: 3
Strongest force on any atom (eV/Å): 4.16
Calculated total energy (eV): -6789.92376
Expectation value of S²: 2.03
Net charge: +1
Frontier orbital gap (spin up / spin down) (eV): 5.4 / 5.6
HOMO (spin up / spin down) (eV): -11.012 / -13.466
Energy above the lowest of the compared OMol25 structures with the same formula, charge and spin (eV): 4.6524

- What is the formula in the third record?
  IO2PbV